Record 1
This record from OMol25 describes a molecular structure, C45H47N3O10Pr. The level of theory is ωB97M-V with the def2-TZVPD basis set.

Computed properties:
Total charge = -1
<S²> = 2.00
Lowest unoccupied orbital energy (spin up / spin down) = 0.067 / 0.067 hartree
2S+1 = 3

The geometry in XYZ format:
```
106
Properties=species:S:1:pos:R:3:forces:R:3:lowdin_spin:R:1
Pr -12.9617 17.8950 2.3876 0.04 -1.26 0.77 2.02
O -12.4479 19.6675 0.8420 1.39 2.57 -0.85 0.00
O -17.1647 17.7641 0.9695 0.67 0.23 0.26 0.00
O -11.5022 16.7265 1.1214 0.73 -1.04 -0.28 0.00
O -12.9754 16.1706 3.9069 0.29 -0.16 -0.86 -0.01
O -13.4273 20.9337 5.6038 -0.80 -0.74 -1.16 0.00
O -14.9297 17.6742 1.1569 -0.11 0.37 0.36 0.00
O -9.4128 14.2156 2.6263 -0.78 -0.23 -0.17 0.00
O -10.2232 20.2862 -0.3982 0.77 1.28 0.50 0.00
O -10.8984 13.3748 4.1191 -0.36 0.59 -0.32 0.00
O -12.9544 19.1360 4.3692 -1.12 0.83 -0.22 0.00
N -14.8761 20.1244 2.4983 0.31 0.48 -0.93 0.00
N -8.3811 20.9174 0.8969 -1.04 0.66 -1.82 0.00
N -9.8669 19.7069 3.9026 0.77 0.68 0.06 0.00
C -11.1249 13.2866 -0.3460 0.15 0.86 0.57 0.00
C -8.8021 20.2737 3.3212 0.82 0.72 0.58 0.00
C -7.9998 21.2533 4.0119 -0.64 -1.26 -0.46 0.00
C -11.7918 12.4889 -1.2833 0.83 0.43 -0.07 0.00
C -15.0978 20.3018 3.9289 1.34 -1.28 0.38 0.00
C -8.4735 19.8028 1.8877 -0.72 1.87 -0.23 0.00
C -16.8382 13.8983 2.1012 0.55 0.11 0.26 0.00
C -15.4596 14.9219 3.8592 -1.15 -0.83 -2.62 0.00
C -16.6737 14.8265 3.1370 -0.49 0.29 1.44 0.00
C -13.8992 13.3813 5.9000 0.96 0.70 0.23 0.00
C -16.1425 19.7286 1.8367 1.25 -0.80 -0.63 0.00
C -7.4575 17.1233 0.3429 -0.18 -0.05 -0.48 0.00
C -16.0717 18.2384 1.2914 -1.31 0.24 -0.53 0.00
C -13.7256 20.1194 4.7030 0.72 0.55 1.21 0.00
C -14.4892 13.3138 2.3772 0.09 0.23 -1.09 0.00
C -14.1221 21.2753 1.8396 -1.23 -1.05 0.83 0.00
C -10.6603 14.9910 2.4392 0.88 -0.09 1.52 0.00
C -9.2714 21.0577 -0.2212 1.21 -1.72 1.11 0.00
C -11.7374 14.1484 3.2139 0.20 -2.32 -1.59 0.00
C -9.4721 15.7680 0.2751 0.22 -0.14 -0.72 0.00
C -8.3500 16.5075 -1.7917 0.29 -1.18 -0.89 0.00
C -11.6737 14.5503 0.1520 -0.28 -2.86 -1.78 0.00
C -9.1694 15.6225 -1.0966 -1.63 -0.16 -0.40 0.00
C -13.6637 14.0359 -1.1433 0.10 -0.39 -0.36 0.00
C -13.0165 13.6182 8.1386 0.87 0.73 0.20 0.00
C -8.2698 21.5708 5.3490 0.39 0.40 -1.58 0.00
C -13.9689 13.1293 7.2770 -1.64 -1.65 0.16 0.00
C -9.5801 11.7717 2.8322 -0.15 -1.18 -1.32 0.00
C -15.7332 13.1261 1.7820 -0.77 -1.10 -0.79 0.00
C -12.9705 14.7811 3.9385 -0.13 0.20 0.84 0.00
C -9.3865 20.9800 5.9043 -0.20 0.28 2.29 0.00
C -10.1246 20.0960 5.1700 -1.26 -1.03 -0.68 0.00
C -14.3327 14.2688 3.3744 0.99 -0.03 -0.86 0.00
C -13.2804 20.8707 0.6407 -0.22 -2.17 0.24 0.00
C -13.0076 14.8385 -0.2196 1.38 0.57 0.35 0.00
C -9.6373 13.1318 3.5073 -0.45 0.35 1.53 0.00
C -13.0107 12.9605 -1.7581 -0.87 -0.65 0.58 0.00
C -12.9667 14.3423 5.4228 -0.68 -0.49 0.12 0.00
C -7.4121 17.2231 -1.0724 1.05 0.50 0.90 0.00
C -8.5326 16.4641 0.9776 0.71 1.87 1.38 0.00
C -8.8926 22.0406 -1.3208 0.25 1.09 -0.53 0.00
C -8.6699 13.0640 4.7113 -0.51 1.75 0.31 0.00
C -10.8201 15.4678 0.9668 -1.16 1.19 0.78 0.00
C -12.1423 14.6181 7.6748 -0.52 -1.07 0.05 0.00
C -12.1479 14.9932 6.3412 0.24 0.53 0.93 0.00
H -13.4844 21.7102 2.6217 -0.16 -0.01 -0.22 0.00
H -15.2960 15.5505 4.6739 -0.21 1.20 1.13 0.00
H -12.1775 13.3452 2.5458 0.76 1.19 0.28 0.00
H -7.6316 22.3350 5.8027 -0.38 -0.43 0.28 0.00
H -7.1505 21.6896 3.4929 -0.09 0.02 0.09 0.00
H -13.6759 12.8406 1.8023 -0.26 0.09 0.90 0.00
H -10.5375 15.9224 3.0246 0.06 -0.36 -0.25 0.00
H -9.7332 21.1263 6.9751 0.64 0.12 -1.51 0.00
H -15.4398 21.3067 4.1636 -0.54 -0.01 0.29 0.00
H -11.5151 19.9226 0.4232 -1.94 -1.08 0.89 0.00
H -9.9962 10.9524 3.4669 0.42 0.83 -0.07 0.00
H -12.8655 13.1988 9.1352 -0.52 0.41 -0.06 0.00
H -14.8736 22.0224 1.4785 0.61 -0.19 0.32 0.00
H -7.6488 12.9989 4.3610 0.32 -0.09 -0.01 0.00
H -7.8098 22.0122 -1.5405 -0.44 -0.28 0.07 0.00
H -12.6340 21.6613 0.4002 0.93 1.30 -0.31 0.00
H -8.9603 12.1527 5.2272 0.22 0.06 0.35 0.00
H -17.5434 15.4356 3.4845 0.83 -0.49 -0.45 0.00
H -8.5007 11.4980 2.5956 -1.38 0.39 0.01 0.00
H -11.2889 11.5672 -1.7053 -0.76 1.20 0.57 0.00
H -14.7098 14.2269 -1.3870 0.35 0.17 -0.08 0.00
H -11.4944 15.8525 6.1682 -0.33 -0.39 -0.93 0.00
H -15.7976 19.4475 4.2184 0.82 1.41 0.07 0.00
H -10.2296 11.7314 1.9110 0.90 0.23 0.69 0.00
H -11.0460 19.6818 5.5932 0.36 0.07 -0.20 0.00
H -13.4383 15.7747 0.1591 -0.08 -0.65 -0.20 0.00
H -9.0746 23.1146 -1.1020 -0.08 -0.67 0.48 0.00
H -16.2930 20.3722 0.9409 -0.33 -0.37 0.61 0.00
H -7.5876 19.1948 1.7714 0.10 -0.02 0.40 0.00
H -17.7552 13.7660 1.5178 0.23 0.27 0.49 0.00
H -8.7280 16.6646 2.0672 0.53 -0.38 -1.14 0.00
H -11.4586 15.0871 8.3648 0.16 0.05 0.07 0.00
H -8.7789 13.9783 5.4130 0.06 -1.50 -1.24 0.00
H -14.8370 12.5064 7.7167 1.66 0.66 -0.95 0.00
H -6.7118 17.6050 0.9876 -0.18 -0.19 -0.52 0.00
H -10.1124 12.9328 -0.0493 -0.75 0.65 0.01 0.00
H -6.5853 17.7538 -1.6138 -0.95 -0.29 0.75 0.00
H -16.9842 19.7446 2.5515 0.27 0.34 -0.62 0.00
H -13.8652 20.6569 -0.2457 -0.49 0.00 -0.08 0.00
H -8.3807 16.4974 -2.9233 0.27 -0.05 1.51 0.00
H -9.6633 14.8358 -1.6689 -0.42 0.56 0.02 0.00
H -9.4660 21.8837 -2.2661 0.45 -0.43 0.96 0.00
H -7.4973 21.4181 0.8142 -0.56 -0.16 0.06 0.00
H -15.8736 12.3172 1.0178 0.39 0.93 0.60 0.00
H -13.5411 12.3642 -2.4911 -0.09 0.11 -0.10 0.00
H -9.3250 19.2684 1.5297 -0.48 -0.90 0.01 0.00
H -14.5179 12.8288 5.1870 0.04 0.39 0.51 0.00
```
Positions in Å, forces in eV/Å.

---

Record 2
This record from OMol25 describes 3 unconnected molecules or ions with the total composition C4H15NO2. The level of theory is ωB97M-V with the def2-TZVPD basis set.

Computed properties:
Total charge = 0
Lowest unoccupied orbital energy = 0.033 hartree
2S+1 = 1

The geometry in XYZ format:
```
22
Properties=species:S:1:pos:R:3:forces:R:3:lowdin_charge:R:1
O -1.0248 -4.7325 1.5168 -4.94 -1.24 2.79 -0.04
O -0.4048 -1.6323 -0.7456 -1.03 -2.21 -0.61 -0.07
N 0.2740 0.8245 -0.1142 -3.14 1.86 -2.34 -0.10
C 0.1583 1.8084 -1.2311 2.61 -1.39 -0.44 -0.23
C 0.6280 1.1037 -2.5103 1.61 0.29 -1.34 -0.11
C -0.3784 0.9834 1.1246 -2.52 2.89 0.20 -0.36
C 0.5020 0.7319 2.2565 0.07 1.54 3.65 -0.09
H -1.9248 -4.9188 1.0987 2.19 0.46 0.68 0.08
H 1.1805 0.5964 -0.1193 4.22 -1.07 0.85 0.06
H -0.4275 -4.5778 0.8705 2.74 0.84 -3.48 -0.05
H -0.8082 1.9873 1.1437 0.48 0.75 0.24 0.12
H -1.3359 -1.5563 -0.4802 0.72 0.21 0.00 0.04
H 0.0814 -0.8960 -0.3936 -0.25 1.08 0.17 -0.04
H -0.7762 2.2397 -1.3609 -2.03 0.32 0.05 0.09
H -1.3226 0.5188 1.2329 -0.92 -1.89 -0.38 0.10
H -0.0257 0.2863 -2.7342 -0.28 -0.59 -0.29 0.04
H 0.8642 2.6367 -1.2207 0.10 0.46 1.14 0.10
H 0.6699 1.8042 -3.4242 -0.21 -0.87 1.47 0.09
H 1.7161 0.6686 -2.4427 -1.97 0.83 0.21 0.11
H 0.1108 0.6388 3.4377 0.76 -0.01 -3.66 0.16
H 1.0347 -0.0700 1.8814 1.42 -2.42 0.53 0.04
H 1.2089 1.5551 2.2142 0.37 0.17 0.57 0.07
```
Positions in Å, forces in eV/Å.

---

Record 3
This record from OMol25 describes a molecular structure, C24H24BF3N3O7SeTl. The level of theory is ωB97M-V with the def2-TZVPD basis set.

Computed properties:
Total charge = 0
Lowest unoccupied orbital energy = -0.011 hartree
2S+1 = 1

The geometry in XYZ format:
```
64
Properties=species:S:1:pos:R:3:forces:R:3:lowdin_charge:R:1
Tl -0.7591 -0.7432 -0.3724 -0.07 0.67 0.73 1.17
Se 2.0058 1.1712 -2.6119 0.02 -0.01 -0.09 1.11
F 3.2795 -4.6566 7.3127 -0.04 -0.14 -0.19 0.14
F 2.0747 -3.0689 8.1113 -0.20 0.09 -0.11 0.14
F 4.1207 -2.6961 7.5694 0.15 0.22 -0.21 0.14
O -0.3559 1.8397 1.1288 0.13 -0.32 0.71 0.07
O -1.3194 -3.4200 -0.5191 0.01 0.11 0.00 0.06
O -1.5790 2.5363 -0.6306 -0.49 -0.16 -0.65 0.10
O -3.1714 -3.2727 -2.8486 -0.19 -0.45 -0.07 0.10
O -1.2423 -5.3335 -1.6702 0.01 -0.66 -0.16 0.16
O -2.8638 -1.3466 -1.7177 -0.02 0.69 0.93 -0.08
O -0.2193 -2.1227 -2.7567 -0.25 0.24 0.14 -0.13
N -1.4804 -0.2959 -3.6130 0.00 -0.06 0.55 0.02
N 1.6205 1.5299 -4.3136 -0.40 -0.12 -0.39 -0.26
N 0.4260 0.3484 -2.3677 -0.90 -0.26 -0.60 -0.28
C 1.4166 3.3252 0.5562 -0.32 -0.22 0.00 -0.01
C -0.2920 1.1641 -5.8067 0.13 0.02 -0.54 -0.09
C 0.9493 -3.3008 4.0495 0.10 0.02 0.05 -0.01
C -0.0363 3.2484 1.0248 0.28 0.35 -0.04 -0.44
C -2.2746 4.4841 0.5859 0.21 -0.33 -0.17 0.00
C 0.6990 -1.7339 0.8860 -0.30 -0.02 -0.23 -0.10
C -0.1345 3.8847 2.4071 -0.08 -0.33 -0.31 0.00
C -2.6481 -2.2089 -2.6043 0.72 0.29 -1.29 -0.64
C 3.2643 -2.0904 5.0098 -0.05 -0.17 0.22 0.00
C 1.6446 -2.3858 3.2539 0.08 -0.05 0.43 -0.25
C -0.0802 -3.5139 -2.5920 0.07 -0.36 -0.01 -0.06
C 2.5593 -2.9917 5.7964 0.03 0.02 -0.01 -0.12
C 3.0131 -3.3420 7.1826 0.09 -0.16 0.43 -0.59
C -0.2133 0.3704 -3.5058 1.32 0.48 1.57 -0.32
C -2.2198 0.0465 -4.8268 -0.80 0.17 -0.66 -0.09
C -0.9664 -4.0606 -1.4781 0.07 0.26 0.20 -0.51
C -0.4790 4.6272 -1.1455 -0.15 -0.35 0.17 0.01
C 0.4068 1.0413 -4.6079 0.86 0.53 -0.30 -0.40
C 2.8071 -1.7876 3.7423 -0.11 -0.07 -0.07 -0.01
C -1.6010 0.6761 -5.8561 0.22 -0.05 0.56 -0.11
C -1.0768 3.7655 -0.0378 -0.07 0.42 0.24 -0.43
C 1.1255 -2.0358 1.9811 -0.07 0.16 -0.77 -0.13
C 1.4055 -3.6016 5.3154 0.17 0.08 0.07 0.00
C -1.3827 -1.7804 -3.4918 -0.57 -1.22 0.29 -0.16
B -1.1718 1.4922 0.1124 0.47 -0.48 -0.36 -0.65
H -2.9924 4.7193 -0.1953 -0.05 0.02 -0.08 0.09
H -0.3053 -4.0543 -3.5174 0.08 0.08 0.08 0.15
H 0.9631 -3.6775 -2.3047 -0.14 -0.09 -0.06 0.16
H -1.2766 4.9800 -1.7930 -0.06 0.04 -0.08 0.10
H -1.9613 5.4079 1.0644 -0.01 0.08 0.07 0.09
H 3.3429 -1.0842 3.1234 0.01 0.05 -0.05 0.12
H 0.2277 4.0636 -1.7481 0.08 -0.03 -0.04 0.08
H -2.1799 0.8364 -6.7534 -0.12 -0.04 -0.04 0.11
H 2.0329 2.7682 1.2572 0.06 -0.01 0.11 0.10
H 0.0512 -3.7618 3.6687 -0.07 -0.01 -0.06 0.12
H -1.1146 3.7434 2.8483 -0.13 0.04 0.05 0.09
H -2.7678 3.8429 1.3124 -0.04 0.02 0.12 0.10
H 0.1474 1.6623 -6.6494 0.10 0.12 -0.10 0.09
H 0.5980 3.4090 3.0534 0.09 0.00 0.08 0.09
H -1.8455 -5.6821 -0.9926 0.13 0.32 0.02 0.15
H 0.8748 -4.3042 5.9397 -0.08 -0.06 0.04 0.13
H 0.0910 4.9457 2.3446 0.00 0.13 0.04 0.10
H -1.3530 -2.2412 -4.4858 -0.05 0.26 0.15 0.18
H 0.0269 5.4881 -0.7177 0.05 0.13 0.04 0.10
H -2.0522 -0.0733 -2.7515 0.10 -0.11 -0.44 0.16
H 4.1621 -1.6295 5.3907 0.06 0.04 0.04 0.12
H -3.2173 -0.3492 -4.8485 -0.14 -0.03 0.12 0.11
H 1.5412 2.8733 -0.4257 0.00 0.09 -0.02 0.02
H 1.7553 4.3555 0.5292 0.10 0.14 -0.06 0.10
```
Positions in Å, forces in eV/Å.

---

Record 4
This record from OMol25 describes C4H9NO2 in the gas phase. The level of theory is ωB97M-V with the def2-TZVPD basis set.

Computed properties:
Total charge = 0
Lowest unoccupied orbital energy = 0.032 hartree
2S+1 = 1

The geometry in XYZ format:
```
16
Properties=species:S:1:pos:R:3:forces:R:3:lowdin_charge:R:1
O 0.9779 -1.5987 -1.8758 -0.59 2.20 0.05 0.02
O 0.8037 -0.4151 2.1698 2.27 0.59 -2.15 -0.10
N -0.2921 0.2984 -1.3191 -0.73 0.21 -0.91 0.00
C -1.4653 0.6005 0.9327 0.84 1.08 -3.24 -0.05
C -0.4309 -0.1877 0.0129 -0.02 -0.53 3.43 -0.40
C 0.6026 -0.4440 -2.0780 1.41 -0.89 -1.89 -0.33
C 1.0291 -0.0669 0.7269 -3.34 0.57 -0.62 -0.15
H 1.1794 1.0086 0.4390 0.66 -0.59 1.32 0.12
H -1.4186 0.1456 1.9506 -0.59 0.82 -0.98 0.08
H -1.1734 0.5268 -1.8437 1.35 0.03 0.77 0.16
H 1.7105 -0.4926 2.5587 -1.19 0.06 -0.39 0.10
H -1.1325 1.6825 0.7981 -0.15 -1.10 1.18 0.09
H 1.6917 -0.6841 0.1166 0.30 -0.26 1.03 0.09
H 1.0842 0.1723 -2.9402 -1.02 -0.95 0.93 0.15
H -0.7349 -1.2279 0.0333 0.05 -0.39 -0.05 0.13
H -2.4312 0.6822 0.3182 0.75 -0.84 1.54 0.09
```
Positions in Å, forces in eV/Å.

---

How do the records compare in energy above the lowest of the compared OMol25 structures with the same formula, charge and spin? In the order shown, they have 134.4; 284.6; 499.3; 250.2 kJ/mol.
How do the records compare in E? In the order shown, they have -86445.8536; -9974.1365; -122946.2828; -9877.4677 eV.